ORCA calculation (ωB97M-V with the def2-TZVPD basis set) on 13 unconnected molecules or ions with the total composition C40H115N17O13 in a non-equilibrium geometry.

Structure (XYZ):
```
185
Properties=species:S:1:pos:R:3:forces:R:3
C 12.25268 22.84334 -20.18590 0.588 0.270 0.144
O 13.34899 23.22876 -20.59024 -0.380 -0.421 0.172
N 11.09679 23.03410 -20.88441 0.707 -0.451 0.468
N 12.12588 22.18459 -19.00010 -0.380 -0.237 0.172
H 11.19509 23.54588 -21.74263 -0.404 0.183 0.038
H 10.23887 22.85480 -20.39762 -0.349 0.284 -0.471
H 12.91252 22.06544 -18.39011 0.216 0.179 -0.221
H 11.23919 21.88047 -18.63961 -0.061 0.034 -0.101
C 10.88397 13.86226 -24.77462 0.150 0.541 -0.716
O 9.71768 13.49196 -24.77212 0.093 -0.169 0.196
N 11.29799 15.03582 -24.21035 -0.492 -0.761 0.097
N 11.88477 13.21560 -25.45616 0.335 -0.081 0.129
H 12.25920 15.33045 -24.26757 0.016 0.209 -0.001
H 10.55697 15.58760 -23.81399 0.256 0.422 -0.035
H 12.83400 13.53545 -25.35069 -0.030 0.020 -0.010
H 11.71882 12.34546 -25.92249 -0.251 -0.045 0.151
C 15.12252 15.86017 -25.25621 0.930 -0.980 1.621
O 14.16651 15.37737 -24.63745 -0.357 0.451 -0.731
N 15.54061 17.14745 -25.16983 -0.197 -0.357 -0.495
N 16.03780 15.02509 -25.86798 -0.252 0.888 -0.125
H 14.98324 17.81590 -24.66390 -0.025 0.011 0.028
H 16.49105 17.33201 -25.49311 -0.252 0.366 0.093
H 15.76394 14.09872 -26.13037 -0.040 -0.031 0.023
H 16.81381 15.48293 -26.31455 0.019 -0.328 -0.251
C 14.87721 26.09446 -22.52626 -1.039 -0.025 0.340
O 14.44162 26.74820 -21.58236 0.478 0.034 -0.281
N 15.42525 26.65732 -23.64843 0.149 -0.238 0.019
N 14.72474 24.73946 -22.60367 0.162 0.454 0.190
H 15.69590 27.62091 -23.61605 0.031 0.002 -0.026
H 15.75889 26.03218 -24.36390 0.136 0.211 -0.108
H 14.28364 24.29566 -21.80593 0.203 0.013 -0.277
H 15.22528 24.23683 -23.31962 -0.209 -0.129 0.135
C 8.31868 15.46788 -22.22345 -0.504 -0.047 -0.801
C 8.05741 16.28206 -23.50696 0.461 -0.531 1.281
C 6.67593 16.91383 -23.48078 0.377 -0.053 -0.084
O 5.69831 15.90923 -23.45541 -0.052 -0.039 0.225
C 4.39784 16.41571 -23.59395 -0.337 -0.048 -0.680
N 9.11373 17.30576 -23.59263 -0.447 0.282 -0.945
H 9.17074 14.80654 -22.36557 0.182 0.150 0.135
H 7.46177 14.81408 -22.05874 -0.004 0.116 0.256
H 8.46670 16.15927 -21.39192 -0.012 -0.176 0.202
H 8.12524 15.57063 -24.33374 0.109 0.267 -0.207
H 6.54583 17.52706 -24.38673 -0.024 0.148 0.108
H 6.63954 17.55719 -22.58484 -0.310 0.079 -0.089
H 4.26959 16.90442 -24.57165 0.148 0.208 0.131
H 4.12372 17.12335 -22.80572 0.053 -0.043 0.092
H 3.69814 15.58103 -23.61982 0.110 -0.074 0.345
H 9.35287 17.74191 -22.71139 -0.251 -0.399 0.294
H 8.73707 18.06508 -24.15817 0.426 -0.003 -0.192
C 18.09698 24.40341 -25.91903 0.057 0.654 0.501
C 17.43486 23.25674 -25.18076 -0.538 -0.227 -0.861
C 17.93451 23.04780 -23.76851 -0.546 0.363 -0.056
O 19.33233 23.11605 -23.72579 0.129 -0.277 0.122
C 19.77905 23.02888 -22.38633 0.030 0.296 -0.124
N 15.98074 23.51701 -25.12312 0.386 0.124 0.165
H 17.62841 24.57566 -26.88936 0.119 -0.233 -0.104
H 19.17313 24.27482 -26.01669 -0.046 -0.183 -0.173
H 17.95724 25.33604 -25.35964 -0.019 -0.082 0.080
H 17.57899 22.35226 -25.79129 0.384 -0.127 0.263
H 17.52635 22.10429 -23.37770 0.258 -0.177 0.017
H 17.48098 23.82526 -23.13397 0.158 0.128 -0.004
H 20.86224 23.12957 -22.37436 0.004 -0.130 -0.074
H 19.47939 22.07258 -21.95142 0.046 -0.051 0.178
H 19.35930 23.84981 -21.79490 -0.031 -0.094 0.094
H 15.62679 23.52757 -26.07162 -0.211 -0.031 0.077
H 15.51755 22.77984 -24.59289 -0.003 -0.083 -0.138
C 15.84365 20.15117 -21.19941 -0.642 -0.768 -0.050
C 15.05208 20.20201 -22.49692 0.365 2.334 0.168
C 13.74521 19.44469 -22.40130 1.082 -0.950 -0.417
O 13.26034 19.29167 -23.71969 -0.060 0.094 -0.256
C 11.99941 18.65952 -23.74048 -0.293 0.035 0.337
N 14.74792 21.64445 -22.80980 -0.034 -0.989 -0.205
H 15.15630 20.42713 -20.39410 0.234 0.120 0.161
H 16.71715 20.79802 -21.18373 -0.064 0.130 -0.108
H 16.15080 19.11558 -21.02727 0.141 0.097 0.155
H 15.68357 19.93581 -23.34966 -0.236 -0.837 0.090
H 13.04189 19.99738 -21.76886 -0.062 -0.048 0.065
H 13.94790 18.44578 -21.98379 -0.303 0.026 0.183
H 11.62136 18.59433 -24.75726 0.155 0.096 -0.066
H 11.30618 19.24822 -23.12381 -0.160 -0.089 -0.108
H 12.04169 17.64768 -23.32825 0.093 0.038 -0.021
H 14.41789 22.10710 -21.96422 -0.122 -0.001 -0.088
H 13.95046 21.54720 -23.43755 -0.027 0.577 0.027
C 18.59781 19.56431 -27.18535 -1.202 -0.425 -0.370
C 19.01453 18.64571 -26.05534 0.655 -0.130 0.011
C 18.68468 19.20761 -24.69522 -0.490 0.337 -0.116
O 19.36154 18.47062 -23.70917 -0.085 -0.173 0.017
C 19.19128 19.02082 -22.41411 0.791 0.241 -0.285
N 18.41374 17.29700 -26.20909 0.184 0.391 -0.289
H 17.50098 19.62777 -27.19593 0.049 0.224 0.123
H 18.82601 19.12940 -28.16210 0.332 0.012 0.087
H 18.99655 20.57420 -27.14980 0.198 -0.056 0.227
H 20.10717 18.55156 -26.08900 0.021 0.064 0.068
H 17.60287 19.15233 -24.49246 -0.034 -0.039 -0.195
H 18.92471 20.28092 -24.70800 0.353 -0.042 0.322
H 19.31809 18.24225 -21.66571 -0.272 -0.169 -0.097
H 18.23394 19.53461 -22.32517 -0.094 -0.142 0.157
H 20.00472 19.73505 -22.25122 -0.154 0.249 0.129
H 19.01432 16.65183 -25.70536 -0.160 -0.118 0.046
H 18.48614 17.06060 -27.19550 0.045 -0.177 0.069
C 11.97382 15.78910 -20.88754 -0.482 -0.077 0.774
C 13.30364 15.39082 -20.22984 -0.375 0.509 -1.002
C 13.10652 14.90186 -18.81492 -0.744 -0.080 0.148
O 12.49178 15.95130 -18.08799 0.361 0.394 -0.024
C 12.15030 15.60268 -16.78292 -0.094 -0.384 0.704
N 14.01111 14.37784 -21.00993 0.055 -0.170 0.433
H 12.12218 16.03411 -21.93456 -0.012 -0.155 -0.052
H 11.49192 16.63620 -20.38988 0.269 0.128 0.021
H 11.24206 14.98115 -20.77524 0.125 -0.141 -0.376
H 13.87986 16.32326 -20.24001 0.430 -0.261 0.343
H 14.04049 14.54211 -18.36872 0.051 0.270 0.060
H 12.39508 14.05855 -18.79060 0.208 -0.154 -0.283
H 11.36132 14.83949 -16.73146 0.047 -0.069 -0.237
H 11.77137 16.46871 -16.24188 0.080 0.196 -0.251
H 13.00801 15.21525 -16.21793 0.074 0.012 -0.075
H 14.25795 14.71994 -21.93117 -0.089 0.063 -0.024
H 13.37928 13.59435 -21.14454 0.109 -0.051 -0.141
C 21.36331 22.49709 -17.09112 0.171 -0.410 0.198
C 21.18487 23.95400 -17.44173 -0.038 1.134 0.687
C 19.72795 24.29179 -17.69567 -1.048 -0.769 -0.404
O 19.35071 23.57806 -18.87268 0.297 0.249 -0.270
C 17.96298 23.42105 -19.04901 0.131 0.387 -0.430
N 21.67690 24.80636 -16.33330 0.072 0.033 0.080
H 20.98760 22.24283 -16.09432 -0.062 0.501 0.096
H 22.42921 22.25983 -17.07209 -0.056 -0.241 -0.240
H 20.80640 21.83320 -17.75077 0.306 0.100 -0.356
H 21.73951 24.27568 -18.32736 -0.065 -0.697 -0.360
H 19.49929 25.35516 -17.81959 0.396 0.119 -0.004
H 19.06255 23.93033 -16.89874 0.375 0.075 0.363
H 17.54950 22.84095 -18.21963 -0.258 -0.077 -0.148
H 17.83174 22.94883 -20.02366 -0.055 -0.464 0.237
H 17.42515 24.37032 -19.17095 0.115 0.124 0.441
H 22.45892 24.37358 -15.85438 -0.129 -0.216 -0.016
H 22.06969 25.65867 -16.71717 -0.211 0.099 0.053
C 9.27076 25.48152 -26.96236 0.579 -0.440 -0.006
C 10.21674 24.51901 -27.68572 -0.704 0.428 -0.546
C 10.16648 23.14342 -27.02506 0.452 0.064 -0.175
O 10.84220 23.19591 -25.78381 0.191 0.075 0.271
C 11.62933 22.05469 -25.51621 -0.078 0.139 -0.452
N 9.79971 24.47135 -29.10379 0.048 -0.324 0.336
H 9.23597 26.46699 -27.41906 0.133 -0.014 -0.099
H 9.61547 25.56655 -25.93119 -0.378 0.047 0.109
H 8.27749 25.03219 -27.02834 -0.119 0.185 0.304
H 11.24493 24.88236 -27.66308 0.021 -0.008 0.128
H 10.63995 22.43169 -27.71423 0.111 -0.088 0.167
H 9.13415 22.80759 -26.86349 -0.086 0.085 -0.095
H 10.98786 21.16708 -25.49335 0.235 -0.165 0.171
H 12.16159 22.19664 -24.57748 -0.275 0.023 0.143
H 12.39500 21.93449 -26.29406 -0.080 -0.161 -0.020
H 10.50488 24.01599 -29.67371 -0.006 -0.026 0.047
H 8.96945 23.88596 -29.15807 -0.051 0.144 -0.202
C 8.66459 20.19885 -21.09482 0.745 -0.674 -0.151
C 7.56515 21.08371 -21.63157 -0.775 0.546 0.177
C 7.17125 22.20891 -20.64792 0.778 -0.324 -0.208
O 7.11248 21.71249 -19.32554 -0.753 0.081 0.296
C 5.75802 21.47203 -18.89219 1.111 -0.067 -0.815
N 7.82663 21.69530 -22.93567 0.745 -0.039 -0.130
H 8.51349 19.79044 -20.09735 -0.324 0.259 0.093
H 9.64275 20.69443 -21.09405 -0.145 0.219 0.006
H 8.80639 19.32154 -21.73318 -0.165 0.146 -0.122
H 6.63024 20.52977 -21.76936 0.208 -0.408 0.077
H 6.24186 22.65502 -21.01103 -0.095 0.026 0.263
H 7.92305 23.00728 -20.63523 0.072 -0.019 -0.195
H 5.80817 21.05451 -17.89197 -0.088 0.249 0.131
H 5.31480 20.72309 -19.55546 -0.293 0.109 0.063
H 5.23955 22.42763 -18.96378 -0.433 -0.174 0.332
H 8.05525 20.97701 -23.61983 -0.370 -0.092 0.045
H 8.70527 22.21377 -22.89480 -0.190 0.208 0.147
C 20.23406 17.60662 -18.06509 -0.047 -0.002 0.091
C 18.93990 18.41368 -17.92494 0.005 -0.450 0.216
C 17.82344 17.77502 -18.74231 0.063 0.005 -1.335
O 17.64185 16.38531 -18.53501 0.256 0.106 0.791
C 16.59572 16.06902 -17.62901 0.074 -0.589 -0.284
N 18.48426 18.55897 -16.53383 0.420 0.184 -0.098
H 20.48687 17.46044 -19.11744 -0.007 -0.109 0.011
H 20.12751 16.63576 -17.57953 0.053 -0.047 -0.125
H 21.06744 18.13979 -17.60266 -0.042 -0.005 0.067
H 19.18857 19.39725 -18.33669 -0.567 0.150 0.052
H 18.11118 17.84621 -19.79893 0.071 0.057 0.049
H 16.86161 18.29406 -18.68496 0.085 0.164 0.448
H 15.64698 16.17590 -18.16295 -0.179 0.221 0.388
H 16.62908 16.62051 -16.68805 -0.143 0.379 -0.205
H 16.70226 15.01884 -17.34769 0.063 -0.023 -0.240
H 19.21440 19.03439 -16.00995 -0.119 -0.012 0.093
H 18.42899 17.62637 -16.13448 -0.010 0.049 0.082
```
Positions in Å, forces in eV/Å.

Results
Molar mass: 1042.466 Da
2S+1: 1
Energy relative to the best compared isomer or geometry (same formula, charge and spin): 0.0 kJ/mol
HOMO energy: -8.8 eV
Frontier orbital gap: 9.15 eV
Total energy: -3502.02072 hartree
Max |F|: 0.046 hartree/bohr